Entry from the OMol25 dataset: a structure of composition C35H29N4O4Sn (ωB97M-V/def2-TZVPD).

```
73
Properties=species:S:1:pos:R:3:forces:R:3
H -2.9441 0.8759 -2.5300 -0.001 -0.004 -0.003
C 1.5033 0.4131 -1.2055 -0.002 -0.022 -0.009
C -2.0168 0.9429 -3.1032 0.027 -0.025 -0.012
C -4.5092 -1.9175 -0.6896 0.011 0.000 -0.013
N -0.0347 -4.4004 2.1809 -0.014 0.052 -0.051
C -1.2363 2.1485 -2.7216 -0.002 0.033 -0.037
C 0.8369 0.2503 0.1279 -0.007 0.012 0.012
C 0.8314 -4.8463 1.2760 0.010 -0.033 -0.008
C 1.4517 1.6155 -1.7507 0.033 0.027 0.023
C -0.9249 3.0387 -3.7044 -0.029 -0.013 0.027
C 1.0516 4.0289 -1.4539 0.014 -0.024 -0.030
C 4.2710 0.1449 2.1153 0.028 0.028 0.007
C 0.5821 4.7134 -2.5383 -0.077 0.055 0.011
H 1.8635 4.9788 0.2570 -0.018 0.032 -0.019
C -0.3004 5.1469 -4.7954 -0.009 0.015 -0.010
N -0.5747 -1.4009 1.8917 0.024 -0.100 0.078
H 4.9559 -0.0115 1.2945 0.000 -0.003 0.001
O 2.8601 -4.4131 0.1815 0.000 -0.009 0.018
C -1.1329 -5.1057 2.4465 -0.014 0.035 0.020
C -2.7162 -1.2266 0.7702 0.015 -0.016 -0.004
H -2.5159 -1.4837 -1.3502 0.000 0.000 0.001
C 2.4448 0.4098 4.1194 -0.018 0.038 0.025
C -3.1909 -1.5249 -0.5033 -0.014 -0.009 -0.006
C -0.9007 2.3487 -1.2575 -0.053 0.005 -0.024
C 3.0114 -1.8678 1.3039 0.035 -0.070 -0.005
C 4.4032 1.1918 3.0130 -0.006 -0.017 -0.004
C -3.5801 -1.3215 1.8558 0.008 0.004 0.010
H -0.6928 -7.7012 0.3445 -0.001 -0.001 0.000
H -3.2009 -1.1019 2.8463 -0.003 -0.001 -0.001
N 2.3283 -0.6036 3.2667 -0.007 -0.003 -0.058
C 3.2168 -0.7361 2.2865 -0.037 -0.024 0.026
C -1.4013 1.1711 -0.4360 -0.015 -0.042 -0.002
H 2.6523 5.4434 -1.2738 0.006 -0.004 -0.006
H 5.2243 1.8907 2.9219 0.001 0.000 0.000
C -4.9026 -1.6929 1.6697 -0.006 0.002 -0.005
H 1.9495 1.8807 -2.6752 -0.014 -0.007 -0.009
C -5.3695 -1.9934 0.3964 0.001 0.005 0.016
C 2.0567 -4.0049 0.9867 -0.034 0.008 -0.034
H -6.3996 -2.2913 0.2527 -0.001 0.000 -0.002
C -0.5071 -6.7690 0.8611 -0.001 0.017 0.012
C 0.6016 2.6549 -1.0228 -0.005 -0.046 -0.019
O 1.2038 1.3721 0.9840 -0.049 0.029 -0.049
H 0.4316 4.7808 -5.5239 0.001 0.001 0.002
Sn 0.5828 -2.3799 3.3170 0.069 -0.049 -0.026
H -4.8626 -2.1714 -1.6809 -0.005 -0.003 0.002
H -1.3201 2.8242 -4.6906 0.012 0.001 -0.007
H 1.6904 0.4797 4.8947 -0.003 -0.015 -0.001
H -1.4716 3.2337 -0.9382 0.049 0.017 0.030
H -1.4364 0.0552 -2.8343 0.001 0.001 0.007
N 2.1198 -2.8336 1.7165 -0.023 0.078 0.101
H 2.9513 3.8569 -0.5189 -0.014 0.001 0.011
H -2.4774 1.1313 -0.3065 -0.002 -0.007 -0.022
C 3.4721 1.3329 4.0315 0.000 -0.013 -0.019
C 2.1992 4.6267 -0.7195 0.082 -0.056 -0.015
C 0.6349 -6.0347 0.5917 0.004 -0.013 -0.003
C 0.7805 2.5438 0.5224 0.032 -0.003 0.039
H 1.1899 -0.6222 0.6568 -0.026 -0.004 0.014
C -0.6710 0.2008 0.1124 -0.041 0.029 0.006
C -1.2741 -0.8790 1.0028 0.093 0.109 -0.048
H -1.8001 -4.6940 3.1949 -0.004 -0.001 -0.003
H -2.2438 0.9245 -4.1656 0.004 0.003 -0.002
H -0.0511 6.1788 -4.5627 0.000 -0.001 0.006
H 1.0307 5.6854 -2.7043 0.002 0.003 -0.002
O 3.5758 -1.7973 0.2310 0.012 0.003 -0.004
C -0.2392 4.2647 -3.5928 0.001 -0.012 0.061
H 3.5387 2.1390 4.7481 -0.007 0.001 0.000
O 0.5467 3.4678 1.2480 -0.011 0.026 0.008
C -1.4107 -6.2967 1.8036 0.002 -0.017 -0.014
H 1.3773 -6.3478 -0.1276 0.002 0.001 0.001
H -2.3129 -6.8419 2.0413 -0.001 0.003 0.002
H -5.5706 -1.7505 2.5192 -0.004 -0.003 -0.003
H -1.2772 5.0963 -5.2740 -0.001 -0.007 0.002
H 2.0486 -0.4199 -1.6312 0.002 0.003 0.013
```
Forces are in eV/Å.

Values from the calculation:
Charge   +1
Multiplicity   1
Relative energy (zero: lowest compared OMol25 entry of this formula, charge and spin)   98.12 kcal/mol
Electronic energy   -56740.74108 eV
Gap between HOMO and LUMO   5.016 eV
Highest occupied orbital energy   -10.18 eV

These are the Mulliken partial charges, in e, on atoms 1 to 6: 0.40 -1.86 -1.57 -1.03 -0.05 0.78

Entry from the OMol25 dataset: the ion C3H14N3Si with charge +1 at a distorted geometry (ωB97M-V/def2-TZVPD).

```
21
Properties=species:S:1:pos:R:3:forces:R:3
H -1.0634 -1.6959 -1.8935 -0.861 0.725 0.086
Si 0.9885 1.4865 -0.2519 -0.179 1.237 -1.494
N -1.0048 -0.1708 -0.3991 -1.413 0.240 1.270
H 0.3010 -1.6716 0.3166 -0.873 1.438 0.627
H 1.7315 -0.2625 1.1181 0.906 -0.239 -0.239
H -1.7470 0.4321 -0.0496 0.195 0.237 0.270
H -1.2713 -1.8735 1.0483 1.081 2.378 -0.391
H -0.1347 2.0300 -1.1008 0.271 0.481 1.218
H 2.1054 -0.3507 -1.5695 0.975 -0.904 0.331
H 1.7952 2.6885 0.3333 -0.453 -1.065 -0.504
H 1.5582 0.9689 -2.3710 -0.136 -0.753 0.892
C -1.7216 -0.8704 -1.5218 -0.501 0.308 -0.086
H 1.6360 1.0343 2.1076 -0.014 0.187 -0.454
H -0.7923 0.5494 2.4075 1.360 -1.065 -1.357
C -0.5372 -0.9631 0.7225 -1.017 -5.181 0.084
C -0.0167 -0.2000 1.9420 -3.036 1.418 -0.255
N 1.5337 0.4409 -1.4718 0.323 1.679 -1.100
H 0.1899 -0.8147 2.8098 0.678 -0.408 -0.282
H -2.8171 -1.2216 -1.2676 2.322 0.305 -0.088
H -1.8776 -0.0512 -2.2809 0.402 -1.142 0.417
N 1.1444 0.5154 1.3719 -0.029 0.125 1.055
```
Forces are in eV/Å.

Values from the calculation:
Charge   +1
Multiplicity   1
Relative energy (zero: lowest compared OMol25 entry of this formula, charge and spin)   18.24 kcal/mol
Electronic energy   -15678.79575 eV
SMILES   CNCC[NH2+][SiH2]N
Gap between HOMO and LUMO   9.899 eV
Highest occupied orbital energy   -13.15 eV

These are the natural (NBO) partial charges, in e, on atoms 1 to 6: 0.22 1.44 -0.65 0.20 0.43 0.37